{"formula": "C3H10NO2", "method": "ωB97M-V with the def2-TZVPD basis set", "e_above_lowest_ev": 2.287, "e_lumo_ha": -0.1419, "orbital_gap_ev": 10.8, "e_homo_ev": -14.6, "total_charge": 1, "elements": ["O", "C", "C", "C", "N", "H", "H", "H", "H", "H", "H", "H", "H", "H", "H", "O"], "xyz": [[-1.40315, -0.39719, -1.02294], [-1.13506, -1.25022, -0.19287], [0.06596, -0.93506, 0.73888], [1.32901, -1.27978, -0.13150], [-0.15767, 0.46793, 1.16266], [-1.32816, -2.28150, -0.50567], [-0.09775, -1.62636, 1.66380], [1.23833, -0.69266, -1.09251], [1.17440, -2.31673, -0.64995], [2.32585, -1.26735, 0.43699], [0.51667, 0.81228, 1.98150], [-1.07570, 0.59038, 1.57009], [-0.06444, 1.07355, 0.34725], [1.37538, 3.17650, -0.83397], [0.09102, 3.04823, -0.75406], [0.82674, 2.52201, -0.57571]]}

{"formula": "C3H10NO3", "method": "ωB97M-V with the def2-TZVPD basis set", "e_above_lowest_ev": 1.226, "e_lumo_ha": 0.1396, "orbital_gap_ev": 7.0, "e_homo_ev": -3.2, "total_charge": -1, "elements": ["C", "O", "C", "C", "O", "N", "H", "H", "H", "H", "H", "H", "H", "H", "H", "H", "O"], "xyz": [[-0.13445, 0.08159, -1.62477], [0.02839, -1.20565, -1.75364], [-0.00499, 0.60012, 0.01202], [1.24062, 1.46630, 0.38911], [1.47236, 1.29040, 1.80412], [-1.19300, 0.87508, 0.78168], [-1.09215, 0.47328, -1.96628], [0.75015, 0.80005, -1.84322], [0.27525, -0.42688, 0.33792], [2.14699, 1.26296, -0.24406], [0.91367, 2.51397, 0.26378], [1.26534, 0.37629, 2.01759], [-1.04062, 1.29063, 1.68266], [-2.02812, 1.03800, 0.25356], [-1.23262, -2.14637, 0.75428], [-0.74499, -2.32546, -0.65707], [-1.14715, -2.84867, 0.09134]]}

{"formula": "C3H10NO3", "method": "ωB97M-V with the def2-TZVPD basis set", "e_above_lowest_ev": 2.280, "e_lumo_ha": -0.1247, "orbital_gap_ev": 12.1, "e_homo_ev": -15.5, "total_charge": 1, "elements": ["C", "C", "O", "C", "N", "O", "O", "H", "H", "H", "H", "H", "H", "H", "H", "H", "H"], "xyz": [[-1.63265, -1.19514, -0.52374], [-1.22553, -0.50109, 0.77096], [0.08362, -0.10592, 1.04596], [0.84894, 0.75431, 0.35594], [1.41345, -0.02367, -1.00737], [0.22901, 1.89761, -0.20124], [1.86705, 1.14338, 1.12610], [-1.25536, -2.14631, -0.67872], [-2.68527, -1.29951, -0.24600], [-1.46618, -0.61340, -1.39303], [-1.37948, -1.18588, 1.70451], [-1.84664, 0.44256, 0.71360], [0.76041, -0.82621, -1.11203], [1.27752, 0.54190, -1.82098], [2.37470, -0.17072, -0.75062], [0.73732, 2.68214, 0.01727], [1.89907, 0.60594, 1.99939]]}

{"formula": "C3H10NO3", "method": "ωB97M-V with the def2-TZVPD basis set", "e_above_lowest_ev": 3.907, "e_lumo_ha": -0.1694, "orbital_gap_ev": 10.2, "e_homo_ev": -14.8, "total_charge": 1, "elements": ["C", "C", "C", "N", "O", "O", "O", "H", "H", "H", "H", "H", "H", "H", "H", "H", "H"], "xyz": [[-2.03317, -0.82332, 0.60114], [0.38672, 1.51779, -2.67151], [2.18742, -0.84760, 0.99712], [1.15828, 0.18980, 0.74218], [0.43891, 2.19536, -3.63350], [1.38471, 1.40738, -1.75719], [2.42950, -1.42447, -0.11910], [-3.08248, -1.06707, 0.70991], [-1.90434, -0.33142, -0.35348], [-1.46958, -1.74823, 0.64429], [-0.45568, 0.88445, -2.35639], [0.21188, -0.24051, 0.86216], [1.21007, 0.58183, -0.23506], [1.25597, 0.93186, 1.44681], [-1.77219, -0.16029, 1.42028], [2.14672, 1.95623, -2.02585], [3.07874, -2.14917, -0.05515]]}

{"formula": "C3H10NO3S", "method": "ωB97M-V with the def2-TZVPD basis set", "e_above_lowest_ev": 0.889, "e_lumo_ha": 0.1308, "orbital_gap_ev": 6.4, "e_homo_ev": -2.9, "total_charge": -1, "elements": ["C", "C", "S", "C", "N", "O", "H", "H", "H", "H", "H", "H", "H", "H", "O", "H", "H", "O"], "xyz": [[0.02222, -1.21467, -1.19345], [1.03482, -1.45877, -0.05208], [0.21415, -2.47440, 1.30586], [0.04444, 0.23635, -1.61282], [-1.13056, 0.73387, -2.13991], [0.96251, 1.02056, -1.44597], [-0.98714, -1.49025, -0.86093], [0.27947, -1.89019, -2.01770], [1.31545, -0.47972, 0.34054], [1.91518, -2.03297, -0.29097], [-1.30024, 1.70875, -2.31483], [-1.92573, 0.14099, -2.28749], [-0.02331, 2.58140, 1.05849], [-0.52741, 1.83533, 2.30132], [-0.82554, 2.34793, 1.51688], [0.92297, -0.02023, 2.13985], [-0.43488, 0.06040, 2.69108], [0.44360, 0.39563, 2.86214]]}

{"formula": "C3H10NO4", "method": "ωB97M-V with the def2-TZVPD basis set", "e_above_lowest_ev": 1.279, "e_lumo_ha": 0.1336, "orbital_gap_ev": 8.2, "e_homo_ev": -4.6, "total_charge": -1, "elements": ["C", "N", "C", "C", "O", "O", "H", "H", "H", "H", "H", "H", "H", "H", "O", "H", "H", "O"], "xyz": [[1.84438, -1.22622, 0.00987], [0.61586, -1.95030, 0.38010], [-0.57499, -1.07625, 0.38559], [-0.83042, -0.46592, -1.00511], [-0.34957, 0.68464, -1.23117], [-1.38940, -1.22928, -1.80684], [2.67585, -1.70626, 0.54712], [1.75031, -0.17434, 0.24141], [2.03861, -1.33604, -1.04702], [0.44535, -2.58444, -0.39483], [-0.44164, -0.38775, 1.23135], [-1.40119, -1.71818, 0.67131], [-0.67652, 2.35189, -0.74447], [-0.30561, 3.19582, 0.47845], [-0.80506, 3.24572, -0.34302], [0.55262, 1.29823, 1.76710], [0.88187, 0.39162, 2.97075], [0.96551, 1.29704, 2.64799]]}

{"formula": "C3H10NOS", "method": "ωB97M-V with the def2-TZVPD basis set", "e_above_lowest_ev": 0.472, "e_lumo_ha": 0.1513, "orbital_gap_ev": 7.1, "e_homo_ev": -3.0, "total_charge": -1, "elements": ["C", "C", "S", "C", "N", "H", "H", "H", "H", "H", "H", "H", "H", "H", "H", "O"], "xyz": [[0.55773, 0.92027, 0.30551], [-0.64533, 0.02876, 0.76324], [-0.55184, -1.61104, -0.05902], [0.66570, 1.22069, -1.20391], [-0.62365, 1.79492, -1.67250], [1.48038, 0.56146, 0.75594], [0.47319, 1.92925, 0.73929], [-1.56501, 0.57971, 0.50710], [-0.53943, -0.08105, 1.83713], [0.78625, 0.27435, -1.74684], [1.46535, 1.93895, -1.37929], [-0.82051, 1.63654, -2.65256], [-1.30125, 1.20423, -1.19654], [-0.50757, -3.59564, 1.73021], [0.71496, -2.98301, 1.43907], [0.41103, -3.81837, 1.83318]]}

{"formula": "C3H10NOS", "method": "ωB97M-V with the def2-TZVPD basis set", "e_above_lowest_ev": 1.463, "e_lumo_ha": 0.1411, "orbital_gap_ev": 6.5, "e_homo_ev": -2.7, "total_charge": -1, "elements": ["C", "C", "S", "C", "N", "H", "H", "H", "H", "H", "H", "H", "H", "H", "H", "O"], "xyz": [[0.72145, 0.39723, 0.90535], [1.28261, 0.85629, -0.46905], [0.90842, -0.21951, -1.84465], [-0.74233, 0.82725, 1.23023], [-1.31529, 0.04795, 2.35654], [0.52134, -0.71221, 0.64868], [1.30960, 0.52915, 1.89879], [0.87918, 1.86045, -0.65231], [2.31590, 0.96759, -0.21055], [-0.97611, 1.94886, 1.47324], [-1.22432, 0.73325, 0.26258], [-2.27335, -0.02131, 2.31081], [-1.04311, 0.49249, 3.26791], [0.26987, -1.93904, -3.45525], [-0.50928, -3.19346, -3.57222], [-0.12456, -2.57498, -4.15010]]}

{"formula": "C3H10NOS", "method": "ωB97M-V with the def2-TZVPD basis set", "e_above_lowest_ev": 1.982, "e_lumo_ha": 0.1201, "orbital_gap_ev": 6.3, "e_homo_ev": -3.0, "total_charge": -1, "elements": ["C", "O", "H", "H", "H", "C", "C", "S", "N", "H", "H", "H", "H", "H", "H", "H"], "xyz": [[-1.65624, -1.79299, 1.44231], [-1.32872, -0.49673, 1.10529], [-2.58245, -2.14589, 0.95229], [-0.86075, -2.49922, 1.14591], [-1.82342, -1.92274, 2.52926], [1.24784, 0.90745, -0.07879], [0.49253, 0.86760, -1.40216], [0.53374, 2.52869, -2.17394], [1.14199, -0.41334, 0.51193], [2.29036, 1.19609, -0.28467], [0.79038, 1.70482, 0.53650], [0.96485, 0.14335, -2.06297], [-0.53821, 0.57662, -1.21181], [-0.32544, 2.30416, -3.18367], [1.75164, -0.47154, 1.31940], [-0.09810, -0.48633, 0.85512]]}

{"formula": "C3H10NOS", "method": "ωB97M-V with the def2-TZVPD basis set", "e_above_lowest_ev": 0.411, "e_lumo_ha": 0.1333, "orbital_gap_ev": 6.2, "e_homo_ev": -2.6, "total_charge": -1, "elements": ["C", "C", "C", "S", "N", "H", "H", "H", "H", "H", "H", "H", "H", "H", "H", "O"], "xyz": [[0.16614, 0.12483, 2.51941], [-0.48049, -1.06412, 1.84041], [-1.34503, -0.59602, 0.64784], [-0.40031, -0.27224, -0.89173], [0.55230, -2.04237, 1.47001], [-0.59333, 0.72160, 3.04555], [0.68978, 0.78125, 1.81385], [0.85954, -0.16587, 3.30180], [-1.16236, -1.52187, 2.55375], [-2.10016, -1.36137, 0.43782], [-1.84722, 0.33164, 0.92427], [0.12142, -2.70674, 0.82146], [1.08641, -1.53377, 0.77006], [1.02822, 3.39679, -3.05736], [1.30356, 2.70183, -4.39178], [1.59303, 3.44421, -3.83653]]}

Repeat the first record exactly.
{"formula": "C3H10NO2", "method": "ωB97M-V with the def2-TZVPD basis set", "e_above_lowest_ev": 2.287, "e_lumo_ha": -0.1419, "orbital_gap_ev": 10.8, "e_homo_ev": -14.6, "total_charge": 1, "elements": ["O", "C", "C", "C", "N", "H", "H", "H", "H", "H", "H", "H", "H", "H", "H", "O"], "xyz": [[-1.40315, -0.39719, -1.02294], [-1.13506, -1.25022, -0.19287], [0.06596, -0.93506, 0.73888], [1.32901, -1.27978, -0.13150], [-0.15767, 0.46793, 1.16266], [-1.32816, -2.28150, -0.50567], [-0.09775, -1.62636, 1.66380], [1.23833, -0.69266, -1.09251], [1.17440, -2.31673, -0.64995], [2.32585, -1.26735, 0.43699], [0.51667, 0.81228, 1.98150], [-1.07570, 0.59038, 1.57009], [-0.06444, 1.07355, 0.34725], [1.37538, 3.17650, -0.83397], [0.09102, 3.04823, -0.75406], [0.82674, 2.52201, -0.57571]]}